Record 1
Formula: C3H9N3O
Source: the Open Molecules 2025 dataset
Level of theory: ωB97M-V/def2-TZVPD

Positions of all 16 atoms, in Å:
C1 -0.61741 0.65470 -1.81981
C2 0.20219 0.36020 -0.81897
N1 1.48103 0.83744 -0.61592
N2 -0.25944 -0.57675 0.21595
C3 -0.87892 0.19353 1.41332
N3 0.89676 -1.30874 0.71035
O1 -1.26914 -1.34544 -0.13092
H1 -1.57224 0.16820 -1.87293
H2 -0.32866 1.33987 -2.59617
H3 1.70520 1.70694 -1.07418
H4 1.88200 0.68753 0.29533
H5 -1.61485 0.86702 0.98646
H6 -1.32865 -0.49797 2.11802
H7 -0.07618 0.75232 1.88445
H8 0.53735 -1.98294 1.38363
H9 1.24097 -1.85591 -0.07861

Values from the calculation:
Kohn-Sham gap: 9.39 eV
energy above the lowest of the compared OMol25 structures with the same formula, charge and spin: 443.60 kJ/mol
DFT total energy: -9770.9415 eV
LUMO: 0.918 eV
structure (SMILES): C=C(N)[N@+](C)(N)[O-]
HOMO: -8.5 eV

Record 2
Formula: C3H9N3O
Source: the Open Molecules 2025 dataset
Level of theory: ωB97M-V/def2-TZVPD

Positions of all 16 atoms, in Å:
H1 2.62473 1.31610 0.59002
N1 1.67180 1.62877 0.36344
C1 1.08767 0.79836 -0.42900
C2 1.75941 -0.40649 -1.01216
H2 -0.07054 0.95196 -0.61836
H3 1.04452 -1.23186 -1.06373
H4 2.08256 -0.19071 -2.03363
H5 2.61949 -0.70864 -0.40824
N2 -2.55272 -0.27568 -0.34641
N3 -1.71551 0.35660 0.59982
C3 -0.83388 -0.45058 1.37432
O1 -0.61316 -1.62870 1.14918
H6 -2.08715 -0.20819 -1.25331
H7 -2.55467 -1.28187 -0.13982
H8 -2.07650 1.20840 1.02723
H9 -0.38604 0.12253 2.20064

Values from the calculation:
Kohn-Sham gap: 10.60 eV
energy above the lowest of the compared OMol25 structures with the same formula, charge and spin: 229.36 kJ/mol
DFT total energy: -9773.1620 eV
LUMO: 0.941 eV
structure (SMILES): [H]/N=C\C.NNC=O
HOMO: -9.7 eV

Record 3
Formula: C3H9N3O
Source: the Open Molecules 2025 dataset
Level of theory: ωB97M-V/def2-TZVPD

Positions of all 16 atoms, in Å:
C1 -1.56489 1.41159 0.34020
C2 -0.36319 0.59397 0.74908
O1 -0.05188 0.44532 1.94781
N1 0.68340 0.44584 -0.13168
C3 1.93803 -0.16450 0.20300
N2 -0.35412 -0.40192 -1.00748
N3 -0.53298 -1.78355 -0.88339
H1 -2.44351 0.77032 0.39719
H2 -1.48267 1.80061 -0.67227
H3 -1.69366 2.22312 1.05139
H4 2.24891 0.25093 1.16273
H5 2.65649 0.08371 -0.58456
H6 1.89299 -1.24887 0.32599
H7 -0.19516 -0.15081 -1.98062
H8 -1.07556 -1.96207 -0.04218
H9 0.33779 -2.31368 -0.87522

Values from the calculation:
Kohn-Sham gap: 10.24 eV
energy above the lowest of the compared OMol25 structures with the same formula, charge and spin: 355.05 kJ/mol
DFT total energy: -9771.8593 eV
LUMO: 0.863 eV
structure (SMILES): CC(=O)N(C)NN
HOMO: -9.4 eV

Record 4
Formula: C3H9N3O
Source: the Open Molecules 2025 dataset
Level of theory: ωB97M-V/def2-TZVPD

Positions of all 16 atoms, in Å:
C1 1.77753 0.75004 -1.34589
C2 0.98441 0.80242 -0.07191
N1 1.44831 0.45392 1.05822
H1 2.37322 0.00536 1.02084
H2 -0.37152 1.21419 -0.18288
H3 2.75906 0.27572 -1.22464
H4 1.20042 0.19100 -2.08608
H5 1.91768 1.75315 -1.75220
N2 -1.21639 -1.49655 1.36878
C3 -1.42333 -0.18929 1.15840
O1 -2.11937 -0.57684 -0.99166
N3 -1.65233 0.34057 -0.01159
H6 -2.88119 -0.13217 -1.38427
H7 -0.49638 -1.75007 2.02494
H8 -1.46616 -2.13771 0.63006
H9 -0.83396 0.49626 1.78989

Values from the calculation:
Kohn-Sham gap: 8.94 eV
energy above the lowest of the compared OMol25 structures with the same formula, charge and spin: 462.06 kJ/mol
DFT total energy: -9770.7503 eV
LUMO: 0.856 eV
HOMO: -8.1 eV

Record 5
Formula: C3H9N3O
Source: the Open Molecules 2025 dataset
Level of theory: ωB97M-V/def2-TZVPD

Positions of all 16 atoms, in Å:
N1 -0.79139 -2.67081 -1.53063
C1 -1.17361 -1.77184 -0.45414
C2 -0.35953 -0.39624 -0.65125
N2 0.37401 -0.07227 0.61540
C3 0.74458 1.33773 0.80813
N3 0.02861 2.33268 0.03242
O1 1.51134 1.70244 1.67348
H1 0.09307 -3.06817 -1.53468
H2 -1.51076 -3.25612 -1.97350
H3 -1.01721 -2.20742 0.70345
H4 -2.27848 -1.45832 -0.63442
H5 0.29246 -0.63798 -1.49720
H6 -0.98847 0.34519 -1.05178
H7 1.13760 -0.70823 0.94740
H8 0.59425 3.04310 -0.47096
H9 -0.96045 2.18321 0.08713

Values from the calculation:
Kohn-Sham gap: 9.91 eV
energy above the lowest of the compared OMol25 structures with the same formula, charge and spin: 185.19 kJ/mol
DFT total energy: -9773.6198 eV
LUMO: 0.839 eV
structure (SMILES): NCCNC(N)=O
HOMO: -9.1 eV

Record 6
Formula: C3H9N3O
Source: the Open Molecules 2025 dataset
Level of theory: ωB97M-V/def2-TZVPD

Positions of all 16 atoms, in Å:
N1 1.85966 -1.47515 0.50865
C1 0.48336 -1.59100 0.73355
N2 -0.37761 -0.69470 -0.06368
C2 -0.95273 0.42695 0.53334
O1 -0.73210 0.72673 1.68783
C3 -1.37480 1.37891 -0.56188
N3 -0.31190 2.19471 -1.19038
H1 2.58207 -0.93514 0.94315
H2 2.29424 -2.29025 0.09992
H3 0.33724 -1.37864 1.80625
H4 0.00685 -2.58989 0.68838
H5 0.06277 -0.51424 -0.95556
H6 -2.20142 1.99095 -0.17578
H7 -2.00788 0.87444 -1.32071
H8 -0.12015 1.95702 -2.15104
H9 0.45240 1.91930 -0.58206

Values from the calculation:
Kohn-Sham gap: 10.11 eV
energy above the lowest of the compared OMol25 structures with the same formula, charge and spin: 168.55 kJ/mol
DFT total energy: -9773.7922 eV
LUMO: 0.894 eV
structure (SMILES): NCNC(=O)CN
HOMO: -9.2 eV

Record 7
Formula: C3H9N3O
Source: the Open Molecules 2025 dataset
Level of theory: ωB97M-V/def2-TZVPD

Positions of all 16 atoms, in Å:
C1 2.53750 0.35944 -0.31127
C2 0.28616 -0.69470 0.03953
C3 -3.84008 0.23141 0.14973
N1 3.43143 1.30032 -0.12814
N2 0.62254 -1.92731 -0.11428
N3 1.37134 0.28009 0.26542
O1 -4.81849 0.81566 -0.32101
H1 2.89033 -0.44870 -1.10287
H2 -3.90971 -0.06659 1.31736
H3 -2.99884 -0.28118 -0.34161
H4 4.23269 1.17952 -0.71838
H5 3.27232 2.19352 0.32333
H6 -0.09997 -2.64150 -0.07357
H7 1.52993 -2.27875 -0.25756
H8 1.00779 0.90305 0.97428
H9 -5.51493 1.07573 0.29905

Values from the calculation:
Kohn-Sham gap: 7.21 eV
energy above the lowest of the compared OMol25 structures with the same formula, charge and spin: 164.78 kJ/mol
DFT total energy: -9754.4135 eV
LUMO: -9.285 eV
charge: +2
HOMO: -16.5 eV

Record 8
Formula: C3H9N3O2
Source: the Open Molecules 2025 dataset
Level of theory: ωB97M-V/def2-TZVPD

Positions of all 17 atoms, in Å:
C1 -2.13198 -1.25199 -0.08366
C2 -0.56234 0.55255 -0.04976
C3 0.94121 0.66648 0.43304
H1 -2.21465 -1.44832 1.15215
H2 -3.22616 -0.57906 -0.50357
H3 -2.08579 -2.29724 -0.32639
H4 -0.76172 1.13395 -0.74763
H5 -1.02012 0.78271 0.95230
H6 2.75488 -0.22928 0.36755
H7 0.69046 -1.79500 -1.05437
H8 1.83303 -0.77138 -1.86519
H9 1.09493 3.45890 1.42107
N1 1.78418 -0.53263 0.12796
N2 1.61031 -1.42770 -1.06320
N3 1.56923 1.67779 0.88730
O1 -0.75468 -0.63232 -0.63491
O2 0.47921 2.69254 0.98729

Values from the calculation:
Kohn-Sham gap: 9.07 eV
energy above the lowest of the compared OMol25 structures with the same formula, charge and spin: 877.58 kJ/mol
DFT total energy: -11814.9638 eV
LUMO: 0.683 eV
HOMO: -8.4 eV

Record 9
Formula: C3H9N3O2
Source: the Open Molecules 2025 dataset
Level of theory: ωB97M-V/def2-TZVPD

Positions of all 17 atoms, in Å:
C1 2.76727 -0.03652 -0.06123
C2 1.38940 -0.77963 -0.08823
O1 0.41668 0.20951 -0.15903
C3 -0.91453 0.12449 -0.15667
N1 -1.46278 -0.94369 -0.19778
N2 -2.80972 -1.00707 -0.13335
N3 -1.37688 1.41955 0.23486
O2 -0.69592 2.47779 -0.38371
H1 3.04689 0.26809 0.92378
H2 3.15248 0.80222 -0.59089
H3 3.57024 -0.93213 -0.15869
H4 1.10579 -1.47822 0.82845
H5 1.17246 -1.56399 -0.94255
H6 -3.34532 -0.61980 0.91259
H7 -3.38251 -1.86142 -0.53904
H8 -2.48417 1.27206 0.07511
H9 -0.14937 2.64877 0.43637

Values from the calculation:
Kohn-Sham gap: 9.00 eV
energy above the lowest of the compared OMol25 structures with the same formula, charge and spin: 756.62 kJ/mol
DFT total energy: -11816.2174 eV
LUMO: 0.920 eV
structure (SMILES): CCO/C(=N/N)NO
HOMO: -8.1 eV

Record 10
Formula: C3H9N3O2
Source: the Open Molecules 2025 dataset
Level of theory: ωB97M-V/def2-TZVPD

Positions of all 17 atoms, in Å:
N1 2.94552 0.17264 0.15846
N2 1.94303 -0.86080 -0.15018
C1 0.71207 -0.32350 -0.10524
C2 -0.50286 -1.31370 -0.22587
C3 -1.79248 -0.76510 0.51628
O1 -2.53972 0.01037 -0.31445
N3 0.47393 1.02639 -0.38078
O2 -0.71828 1.73838 0.18183
H1 3.73756 -0.33817 0.34132
H2 2.46382 0.37544 1.23421
H3 -0.15281 -2.25161 0.10632
H4 -0.95828 -1.46248 -1.26434
H5 -1.23873 -0.15520 1.45069
H6 -2.38882 -1.65321 0.88681
H7 -3.17118 0.59060 0.43736
H8 1.20940 1.79184 -0.42130
H9 -1.47482 1.15895 -0.21368

Values from the calculation:
Kohn-Sham gap: 8.39 eV
energy above the lowest of the compared OMol25 structures with the same formula, charge and spin: 729.71 kJ/mol
DFT total energy: -11816.4964 eV
LUMO: 0.255 eV
structure (SMILES): N/N=C(/CCO)NO
HOMO: -8.1 eV

Record 11
Formula: C3H9N3O2
Source: the Open Molecules 2025 dataset
Level of theory: ωB97M-V/def2-TZVPD

Positions of all 17 atoms, in Å:
C1 0.63004 2.22899 0.05442
N1 0.19282 0.91543 -0.37749
C2 -0.60089 0.03797 0.52584
C3 -1.97230 -0.24208 -0.03671
O1 -0.43567 0.06255 1.74222
H1 0.00221 2.62289 0.85731
H2 1.67039 2.17359 0.39477
H3 0.63682 2.93941 -0.77548
H4 0.71506 0.70483 -1.22261
H5 -1.88834 -0.52444 -1.08766
H6 -2.42194 -1.05207 0.54232
H7 -2.62490 0.62529 0.08547
N2 1.28081 -2.21876 0.38470
N3 0.54750 -2.29928 -0.72026
O2 0.69804 -1.36854 -1.53600
H8 1.51491 -3.03512 0.93973
H9 2.05544 -1.57065 0.22944

Values from the calculation:
Kohn-Sham gap: 9.04 eV
energy above the lowest of the compared OMol25 structures with the same formula, charge and spin: 490.60 kJ/mol
DFT total energy: -11818.9746 eV
LUMO: 0.300 eV
structure (SMILES): CNC(C)=O.NN=O
HOMO: -8.7 eV

Record 12
Formula: C3H9N3O2
Source: the Open Molecules 2025 dataset
Level of theory: ωB97M-V/def2-TZVPD

Positions of all 17 atoms, in Å:
C1 -1.95620 0.91136 0.04896
N1 -2.43735 -0.31822 0.26691
O1 -0.33830 0.66144 -1.03011
H1 0.02435 1.40672 -1.52330
H2 -1.91819 -0.84785 0.96080
H3 -2.66508 -0.86072 -0.55607
H4 -2.42869 1.47381 -0.74923
H5 -1.62235 1.43194 0.93916
C2 0.90008 0.18055 0.15338
N2 1.77795 1.29940 0.23373
C3 1.48769 -2.05616 -0.18449
N3 1.61839 -0.87640 -0.59716
O2 0.21890 -0.10795 1.18514
H6 2.63242 1.18240 -0.29153
H7 1.81689 1.68730 1.16408
H8 0.88124 -2.31458 0.68968
H9 2.00823 -2.85304 -0.70995

Values from the calculation:
Kohn-Sham gap: 9.48 eV
energy above the lowest of the compared OMol25 structures with the same formula, charge and spin: 398.41 kJ/mol
DFT total energy: -11819.9300 eV
LUMO: 0.865 eV
HOMO: -8.6 eV

Q: What is the formula in the tenth record?
A: C3H9N3O2